C5H13NO | wB97M-V/def2-TZVPD

```
20
C5H13NO | the Open Molecules 2025 dataset | wB97M-V/def2-TZVPD
C -2.45568 -0.36704 -1.34926
C -1.21654 -0.09938 -0.54116
C -1.34551 -1.03804 0.69523
C -0.15943 -0.53633 1.61319
C 0.46053 1.30524 2.90059
N -0.24850 0.88524 1.91823
H -2.35993 0.00123 -2.42082
H -2.84067 -1.36388 -1.40687
H -3.26206 0.22353 -0.86618
H -0.25564 -0.14638 -1.11670
H -1.35927 0.96334 -0.23611
H -2.22922 -0.79121 1.17963
H -1.09177 -2.06167 0.29409
H 0.85140 -0.76617 1.31153
H -0.30864 -1.15170 2.44992
H 0.68451 2.38552 2.94755
H 0.75141 0.48454 3.58720
H 4.77001 0.82573 -3.25126
H 6.24693 0.63528 -3.71959
O 5.36806 0.61216 -3.98920
```

Properties
energy relative to the best compared isomer or geometry (same formula, charge and spin) = 63.8 kcal/mol
E_LUMO = 0.8 eV
HOMO-LUMO gap = 0.3736 Eh
HOMO = -0.3437 Eh

C5H13NO | wB97M-V/def2-TZVPD

```
20
C5H13NO | the Open Molecules 2025 dataset | wB97M-V/def2-TZVPD
C -2.29711 -1.04459 -1.48555
C -1.53425 0.04203 -0.73358
C -0.50666 -0.12279 0.27077
N 0.35865 0.86068 0.75901
C 1.73413 0.62300 1.18854
C 1.61149 0.44716 2.76846
H -3.35181 -1.23928 -1.18315
H -2.38763 -0.49497 -2.44011
H -1.77837 -1.96643 -1.54033
H -1.96423 1.07772 -0.87698
H -0.58028 -1.10793 0.78750
H 0.15928 1.80679 0.77853
H 2.27219 1.52060 0.83769
H 2.14250 -0.16634 0.56164
H 0.92681 1.07275 3.18185
H 2.59336 0.74422 3.26171
H 1.26142 -0.59978 2.93926
H 1.15000 -0.23191 -2.74737
H -0.25901 -0.81532 -2.88853
O 0.44954 -0.40562 -3.43936
```

Properties
energy relative to the best compared isomer or geometry (same formula, charge and spin) = 69.7 kcal/mol
E_LUMO = 0.9 eV
HOMO-LUMO gap = 0.3122 Eh
HOMO = -0.2786 Eh